ORCA calculation (ωB97M-V with the def2-TZVPD basis set) on a molecular structure, C28H40Cl3N2OSbSi3Sn at a distorted geometry.

Geometry as ORCA input:
```
! wB97M-V def2-TZVPD RIJCOSX def2/J DEFGRID3
* xyz 2 1
Sb -0.74 0.07 -0.75
Sn 1.50 1.29 1.71
Cl 1.86 6.20 1.12
Cl 7.10 5.77 -0.03
Cl 4.14 1.38 0.94
Si -1.51 -3.24 -0.67
Si 0.78 -2.05 -2.81
Si -2.20 3.00 0.43
O 1.96 3.28 1.25
N 1.35 -1.41 0.97
N -0.78 0.11 2.68
C -4.01 3.22 0.00
C -0.27 -1.21 -4.13
C -2.64 -3.24 -2.17
C 2.26 -1.75 1.89
C -1.86 0.63 2.09
C -3.23 0.06 3.97
C 5.59 5.04 0.35
C 3.26 5.24 0.85
C 2.76 -3.79 0.82
C -2.38 -2.56 0.85
C 5.52 3.66 0.45
C 1.07 -3.82 -3.38
C -0.97 -4.99 -0.27
C 4.29 3.10 0.76
C 3.13 3.85 0.96
C 1.82 -3.47 -0.13
C -3.11 0.66 2.73
C 4.47 5.83 0.55
C 2.36 -1.04 -2.60
C -0.01 -2.02 -1.01
C 1.08 -2.27 -0.02
C -1.68 3.82 2.04
C -1.81 1.10 0.72
C -2.11 -0.50 4.57
C -2.39 0.44 -2.11
C 2.98 -2.92 1.88
C -0.90 -0.42 3.90
C -1.07 3.57 -0.98
H -1.87 -5.57 -0.06
H -1.67 -2.38 1.66
H -2.21 0.05 -3.10
H -0.02 3.46 -0.70
H -4.20 4.28 -0.20
H -1.24 4.63 -1.17
H 3.31 -4.72 0.75
H 2.13 -0.01 -2.31
H -4.19 0.03 4.47
H 1.63 -4.13 -0.95
H -2.15 -3.67 -3.05
H 3.03 -1.46 -1.85
H -3.01 -2.25 -2.44
H -1.84 4.89 1.98
H -2.24 3.44 2.89
H -3.96 1.12 2.24
H 2.92 -1.00 -3.54
H -2.17 -0.97 5.54
H 0.94 -3.86 -4.46
H -2.53 1.51 -2.15
H -2.92 -1.63 0.65
H -0.33 -5.04 0.61
H 4.54 6.90 0.47
H 2.09 -4.16 -3.16
H -0.22 -0.12 -4.07
H 0.16 -1.49 -5.10
H -0.46 -5.49 -1.09
H 0.37 -4.54 -2.94
H -0.61 3.67 2.23
H 2.42 -1.04 2.70
H 3.68 -3.15 2.67
H -4.67 2.92 0.82
H -3.12 -3.28 1.22
H -1.31 -1.54 -4.13
H -1.25 3.04 -1.92
H -4.30 2.66 -0.89
H 6.40 3.05 0.31
H -3.26 -0.03 -1.67
H -3.50 -3.87 -1.95
H 0.01 -0.81 4.33
*
```

Computed properties:
- HOMO (spin up / spin down) (eV) = -12.936 / -12.942
- energy above the lowest of the compared OMol25 structures with the same formula, charge and spin (kcal/mol) = 50.3
- HOMO-LUMO gap (spin up / spin down) (eV) = 4.621 / 5.145